# 1
50
Properties=species:S:1:pos:R:3 method="wB97M-V/def2-TZVPD" multiplicity=2 total_charge=+1 homo_lumo_gap_ev="7.4 / 6.9"
V 1.539 -0.241 -0.047
N 0.669 -0.441 1.894
C -0.055 -1.741 2.080
C 0.876 -2.932 2.023
C 1.455 -3.261 0.660
N 2.404 -2.207 0.224
H 1.394 -0.352 2.605
H 0.028 0.330 2.065
H -0.812 -1.800 1.297
H -0.571 -1.726 3.041
H 0.310 -3.801 2.362
H 1.686 -2.808 2.752
H 0.671 -3.323 -0.094
H 1.958 -4.228 0.705
H 2.822 -2.467 -0.666
H 3.179 -2.170 0.881
C -4.074 -0.581 -1.532
C -3.347 -0.028 -0.454
C -1.985 -0.120 -0.430
C -1.256 -0.768 -1.465
C 0.172 -0.890 -1.430
C 0.772 -1.530 -2.494
C 0.048 -2.045 -3.594
C -1.311 -1.943 -3.610
C -1.996 -1.307 -2.545
C -3.412 -1.198 -2.551
H -5.154 -0.507 -1.548
H -3.874 0.474 0.347
H -1.438 0.344 0.384
H 1.857 -1.627 -2.534
H 0.571 -2.523 -4.412
H -1.886 -2.340 -4.438
H -3.961 -1.615 -3.387
C 1.080 4.092 3.088
C 1.033 3.289 1.830
C 0.066 3.431 0.873
C 0.162 2.670 -0.324
N 1.160 1.835 -0.530
C 2.121 1.647 0.444
S 3.586 0.858 -0.008
N 2.025 2.392 1.643
C -0.809 2.882 -1.433
H 0.216 4.747 3.158
H 1.983 4.704 3.106
H 1.100 3.438 3.961
H -0.723 4.155 1.002
H 2.816 2.369 2.268
H -1.806 3.114 -1.064
H -0.838 2.014 -2.087
H -0.456 3.737 -2.017

=====

# 2
24
Properties=species:S:1:pos:R:3 method="wB97M-V/def2-TZVPD" multiplicity=1 homo_lumo_gap_ev=8.6
C -1.558 -2.100 -1.968
C -0.100 -2.581 -1.582
C 0.403 1.078 2.564
C 1.925 2.429 0.474
C -0.597 -0.140 0.632
C 0.059 1.088 1.070
N -1.424 -0.639 -2.246
O 0.781 -1.485 -1.756
O 1.256 1.218 0.335
P 0.061 -0.073 -1.631
H -1.891 -2.660 -2.868
H -2.255 -2.258 -1.183
H -0.089 -2.791 -0.510
H 0.257 -3.331 -2.236
H 1.080 0.171 2.860
H -0.513 1.049 3.081
H 0.845 2.087 2.927
H 2.723 2.510 -0.335
H 2.481 2.516 1.543
H 1.263 3.339 0.361
H -1.715 -0.295 0.771
H -0.067 -1.021 1.118
H -0.628 1.903 0.755
H -2.297 -0.016 -2.175

=====

# 3
87
Properties=species:S:1:pos:R:3 method="wB97M-V/def2-TZVPD" multiplicity=1 total_charge=-2 homo_lumo_gap_ev=4.7
K -0.404 -0.308 -0.183
C -2.420 1.885 3.706
C -1.480 2.238 2.575
C -1.979 2.712 1.358
C -3.470 2.706 1.098
C -1.092 3.153 0.367
C -1.603 3.749 -0.925
C 0.287 3.058 0.577
C 1.271 3.475 -0.489
C 0.785 2.547 1.782
C 2.279 2.519 1.976
C -0.100 2.104 2.768
C 0.408 1.452 4.035
H -2.691 0.826 3.697
H -3.341 2.463 3.652
H -1.961 2.100 4.671
H -3.932 3.680 1.297
H -3.974 1.961 1.708
H -3.683 2.446 0.062
H -1.452 3.060 -1.760
H -1.060 4.666 -1.164
H -2.659 4.004 -0.867
H 1.750 4.429 -0.237
H 0.805 3.564 -1.465
H 2.060 2.727 -0.580
H 2.566 2.291 2.998
H 2.713 3.489 1.719
H 2.725 1.773 1.315
H 0.511 2.170 4.857
H 1.372 0.979 3.876
H -0.271 0.667 4.365
C 4.006 -5.054 -2.843
C 3.097 -4.376 -1.849
C 1.988 -5.015 -1.301
C 1.174 -4.377 -0.394
C 1.388 -3.032 0.035
N 0.540 -2.426 0.871
C -0.204 -3.166 1.766
C 0.534 -3.890 2.738
C -0.042 -4.536 3.806
C -1.423 -4.505 3.981
C -2.085 -5.147 5.173
C -2.165 -3.844 3.018
C -1.617 -3.196 1.901
C -2.598 -2.650 0.809
O -2.070 -2.178 -0.301
C -3.481 -1.505 1.436
F -2.729 -0.375 1.533
F -4.533 -1.180 0.652
F -4.000 -1.692 2.679
C -3.590 -3.822 0.422
F -4.274 -3.545 -0.698
F -2.923 -4.965 0.188
F -4.552 -4.125 1.350
C 2.553 -2.375 -0.518
C 3.346 -3.075 -1.422
C 2.966 -0.965 -0.012
O 2.094 0.047 -0.247
C 3.254 -1.068 1.552
F 3.603 -2.305 1.950
F 2.215 -0.682 2.289
F 4.285 -0.270 1.960
C 4.313 -0.487 -0.665
F 5.400 -1.250 -0.394
F 4.638 0.767 -0.302
F 4.201 -0.431 -2.014
H 3.667 -6.074 -3.038
H 5.039 -5.115 -2.484
H 4.034 -4.532 -3.806
H 1.750 -6.033 -1.602
H 0.298 -4.883 -0.007
H 1.611 -3.890 2.619
H 0.587 -5.059 4.523
H -1.560 -6.058 5.475
H -3.120 -5.415 4.952
H -2.101 -4.480 6.042
H -3.240 -3.852 3.134
H 4.238 -2.615 -1.823
N 1.190 0.518 -2.651
C 1.427 -0.214 -3.750
C 0.516 0.174 -4.712
C -0.257 1.154 -4.069
N 0.152 1.352 -2.819
H 1.662 0.371 -1.683
H 2.203 -0.962 -3.751
H 0.410 -0.211 -5.712
H -1.096 1.714 -4.453

=====

# 4
6
Properties=species:S:1:pos:R:3 method="wB97M-V/def2-TZVPD" multiplicity=1 total_charge=-1 homo_lumo_gap_ev="6.9 / 7.0"
C 1.024 -0.182 0.413
C -0.097 1.512 -0.477
C 0.115 -1.005 -0.256
O -0.263 -1.586 -1.259
O -0.110 -0.938 1.085
F -0.669 2.199 0.493

=====

# 5
14
Properties=species:S:1:pos:R:3 method="wB97M-V/def2-TZVPD" multiplicity=1 homo_lumo_gap_ev=9.6
C 1.603 -0.568 0.819
C 0.445 -0.355 -0.152
C -0.910 -0.718 0.388
C -1.821 0.131 -0.094
N -1.204 1.091 -0.915
C 0.181 1.018 -0.803
O 0.972 1.822 -1.235
H 1.822 -1.636 0.788
H 1.331 -0.335 1.851
H 2.524 -0.030 0.576
H 0.664 -0.963 -1.047
H -1.063 -1.504 1.111
H -2.892 0.172 0.076
H -1.652 1.876 -1.362

=====

# 6
117
Properties=species:S:1:pos:R:3 method="wB97M-V/def2-TZVPD" multiplicity=1 total_charge=+1 homo_lumo_gap_ev=9.6
C 3.803 1.484 1.958
C 2.403 1.804 1.420
C 1.711 0.554 0.945
C 0.594 0.892 -0.066
N -0.519 -0.048 -0.190
C 0.182 -1.429 -0.353
C -0.843 -2.467 -1.136
C -1.759 -1.451 -1.808
C -1.165 -0.045 -1.586
C -1.376 -0.097 0.898
C -2.375 1.116 0.849
C -3.137 1.281 2.162
H 4.522 1.140 1.268
H 3.673 0.786 2.809
H 4.366 2.255 2.395
H 2.625 2.389 0.658
H 1.746 2.432 2.066
H 1.442 0.029 1.899
H 2.273 -0.012 0.456
H 1.169 0.914 -1.098
H 0.169 1.838 0.150
H 0.465 -1.858 0.609
H 0.930 -1.609 -1.114
H -1.565 -3.245 -0.520
H -0.405 -3.021 -1.813
H -2.571 -1.397 -1.240
H -2.031 -1.586 -2.733
H -1.893 0.800 -1.917
H -0.421 0.120 -2.419
H -0.944 0.005 1.959
H -1.870 -1.025 0.818
H -2.987 0.973 0.032
H -1.733 2.095 0.809
H -3.929 2.097 2.203
H -2.318 1.671 2.815
H -3.754 0.421 2.635
O -0.232 3.236 4.196
H -0.308 2.276 4.420
H -0.582 3.710 4.821
O -2.948 0.717 -4.547
H -3.686 0.478 -4.194
H -3.424 0.755 -5.363
O 2.180 4.564 4.424
H 1.330 4.091 4.457
H 2.834 4.093 4.822
O -4.099 -2.513 -4.615
H -4.792 -2.395 -5.229
H -4.182 -2.199 -3.711
O -1.454 -1.562 -6.090
H -2.138 -1.924 -5.628
H -2.067 -0.816 -6.278
O -2.398 -3.034 2.281
H -2.368 -2.889 3.111
H -3.290 -2.879 1.874
O -2.957 -4.524 -4.236
H -3.235 -3.588 -4.081
H -2.266 -4.535 -3.493
O 3.235 -2.795 -2.263
H 3.402 -1.882 -2.449
H 3.789 -3.135 -2.818
O 0.969 -2.957 -4.110
H 1.792 -2.947 -3.547
H 1.204 -3.602 -4.689
O 5.671 2.941 -0.360
H 6.259 2.876 -1.165
H 4.992 3.421 -0.482
O -0.005 -4.953 -0.463
H 0.056 -5.888 -0.254
H -0.132 -4.908 -1.441
O -1.740 3.054 -3.682
H -2.263 2.309 -4.055
H -1.988 2.880 -2.714
O 8.167 1.861 0.822
H 7.211 2.079 0.729
H 8.143 1.020 1.419
O 3.438 4.585 -0.751
H 2.636 4.091 -1.254
H 2.960 4.764 0.010
O -2.126 3.538 -1.028
H -3.046 3.538 -0.783
H -1.571 4.070 -0.520
O -4.415 -3.761 -1.203
H -4.112 -4.641 -1.203
H -5.236 -3.951 -0.681
O -0.569 -5.007 -2.987
H 0.069 -4.343 -3.198
H -0.293 -5.863 -3.350
O 3.601 1.116 -1.703
H 4.181 1.638 -1.326
H 3.295 1.751 -2.344
O -4.892 -2.006 1.590
H -5.297 -2.778 1.353
H -5.245 -1.580 2.368
O 6.740 3.127 4.077
H 6.234 3.297 4.907
H 6.445 3.738 3.546
O -5.608 0.029 -0.330
H -6.248 0.601 0.206
H -5.380 -0.655 0.401
O 5.994 4.733 1.913
H 6.722 5.211 1.485
H 5.567 4.412 1.141
O -3.754 -5.834 -0.682
H -2.934 -5.821 -1.025
H -4.039 -6.738 -0.958
O -0.740 4.777 1.944
H -0.037 5.609 2.017
H -0.230 4.272 2.612
O 5.723 -1.455 2.675
H 5.453 -1.004 1.920
H 4.908 -2.005 2.805
O -6.241 -0.832 3.764
H -7.157 -0.504 3.503
H -5.905 -0.326 4.493
O 2.449 0.559 5.410
H 3.386 0.596 5.699
H 2.122 0.815 6.253

=====

# 7
13
Properties=species:S:1:pos:R:3 method="wB97M-V/def2-TZVPD" multiplicity=1 homo_lumo_gap_ev=9.3
S 2.481 -0.121 0.103
C 0.877 -0.251 -0.107
N 0.014 0.720 -0.243
C -1.422 0.606 -0.196
C -2.126 -0.629 -0.559
C -2.230 -0.150 0.870
H 0.432 -1.263 -0.300
H 0.478 1.535 0.078
H -1.911 1.489 -0.653
H -2.947 -0.522 -1.208
H -1.534 -1.517 -0.748
H -1.706 -0.584 1.706
H -3.193 0.313 1.132

=====

# 8
70
Properties=species:S:1:pos:R:3 method="wB97M-V/def2-TZVPD" multiplicity=1 total_charge=-1 homo_lumo_gap_ev=9.6
Cl 0.183 -1.100 0.676
O 0.282 -2.521 0.490
O -0.969 -0.398 0.134
O 0.325 -0.966 2.054
O 1.300 -0.440 0.124
C -6.293 -1.407 -0.415
C -4.761 -1.651 -0.508
O -4.110 -0.430 -0.102
H -6.873 -2.212 -0.866
H -6.517 -0.625 -1.141
H -6.476 -1.113 0.619
H -4.577 -2.026 -1.515
H -4.411 -2.519 0.049
H -3.150 -0.467 -0.108
C 3.253 4.208 0.493
C 3.370 2.912 -0.319
O 3.684 1.836 0.502
H 4.169 4.179 1.083
H 2.450 4.166 1.229
H 3.250 5.099 -0.135
H 4.114 2.989 -1.111
H 2.523 2.807 -0.997
H 2.952 1.228 0.375
C -2.587 0.350 -3.741
C -1.675 -0.877 -3.745
O -1.730 -1.661 -2.550
H -3.615 0.231 -4.083
H -2.275 1.183 -4.372
H -2.538 0.716 -2.716
H -0.672 -0.558 -4.030
H -1.960 -1.545 -4.557
H -1.460 -1.148 -1.785
C -1.303 3.021 0.476
C -1.310 4.526 0.541
O -0.202 5.098 1.257
H -1.930 2.392 -0.157
H -1.617 2.648 1.450
H -0.322 2.603 0.247
H -2.249 4.946 0.901
H -1.092 4.953 -0.437
H -0.375 6.043 1.270
C -0.665 2.972 4.193
C 0.670 2.248 3.687
O 0.601 0.947 4.346
H -1.520 2.298 4.128
H -0.682 3.818 3.507
H -0.469 3.282 5.219
H 1.586 2.792 3.921
H 0.714 2.146 2.603
H 1.076 0.278 3.848
C 1.867 -4.946 3.281
O 2.451 -5.715 4.015
N 0.815 -5.302 2.618
N 2.191 -3.728 2.968
H 0.423 -4.700 1.908
H 0.523 -6.239 2.858
H 2.954 -3.264 3.440
H 1.823 -3.149 2.226
C 1.986 -3.516 -2.723
C 3.111 -2.471 -2.768
C 2.779 -1.176 -3.376
O 3.390 -2.207 -1.396
H 1.457 -3.552 -1.771
H 2.403 -4.506 -2.907
H 1.200 -3.322 -3.453
H 3.877 -2.984 -3.349
H 1.923 -0.679 -2.920
H 2.511 -1.338 -4.420
H 3.597 -0.455 -3.380
H 2.604 -2.001 -0.886